DFT (the ωB97M-V functional and the def2-TZVPD basis) results for C28H30Cl2CrN4O3S as an isolated structure.

Element x y z (Å)
Cr: 2.1491 0.0661 0.6895
Cl: 3.3658 1.2801 -2.9315
Cl: 1.7682 -0.7736 -4.3477
S: 0.6252 0.7463 -1.1341
O: -2.0109 1.9302 2.7422
O: 2.6133 1.7852 1.1513
O: 0.9476 -0.5001 1.9205
N: 4.0559 -0.2544 0.1106
N: -1.1258 1.4654 0.7209
N: 2.0505 -1.8462 -0.0877
N: -1.8143 -0.2541 -0.6782
C: -0.9169 -3.5498 1.1833
C: 5.0132 0.6176 0.1540
C: -3.1110 -1.1483 -2.5568
C: -4.4859 0.6040 1.9245
C: -1.7696 -1.1534 -1.8343
C: 3.6897 3.8480 1.5111
C: 6.0382 4.0797 0.9805
C: 6.0713 2.7805 0.5542
C: 4.9188 1.9692 0.5951
C: -5.7696 0.3398 1.4750
C: -1.9792 -2.3497 2.9575
C: 4.8312 4.6100 1.4621
C: 3.1320 -2.1463 -1.0176
C: -0.8986 0.6159 -0.3092
C: -1.9508 -3.4403 2.0837
C: -5.2667 1.4241 -0.6169
C: 3.7038 2.5093 1.0883
C: -3.9749 1.6710 -0.1824
C: 0.0405 -1.4658 1.9782
C: 1.1579 -2.7293 0.1522
C: -0.9927 -1.3851 2.9156
C: -6.1615 0.7541 0.2087
C: -4.2511 -1.7139 -1.7129
C: 2.2697 0.9241 -4.2796
C: -3.5850 1.2643 1.0937
C: -2.2296 1.5711 1.6180
C: 0.0805 -2.5688 1.0986
C: 4.3819 -1.5991 -0.3688
H: 6.0001 0.3003 -0.1851
H: -0.8610 -4.4049 0.5169
H: 4.8004 5.6372 1.8024
H: -5.5793 1.7592 -1.5974
H: 6.9935 2.3515 0.1773
H: -2.9948 -1.7417 -3.4656
H: -4.4348 -1.1236 -0.8098
H: -5.1812 -1.7133 -2.2805
H: -0.2933 1.9244 1.0673
H: 2.9424 -1.6228 -1.9537
H: -1.5443 -2.1607 -1.4725
H: -6.4698 -0.1790 2.1165
H: -3.2748 2.1954 -0.8228
H: -1.0011 -0.5400 3.5934
H: -0.9584 -0.8345 -2.4812
H: 4.6567 -2.2257 0.4838
H: -4.1718 0.3149 2.9197
H: 6.9275 4.6938 0.9488
H: 1.3809 1.5280 -4.1489
H: -3.3435 -0.1290 -2.8762
H: 5.2182 -1.5796 -1.0685
H: 2.7781 1.1536 -5.2063
H: 1.2024 -3.6860 -0.3722
H: 2.7567 4.2527 1.8814
H: -7.1694 0.5618 -0.1347
H: 3.2170 -3.2162 -1.2134
H: -4.0407 -2.7408 -1.4070
H: -2.7190 -4.2000 2.1317
H: -2.7743 -2.2685 3.6878
H: -2.6728 -0.2845 -0.1425

Force components x, y, z for each atom (eV/Å):
Cr -0.211 0.127 -0.159
Cl 0.035 -0.106 -0.101
Cl 0.058 -0.007 0.025
S 0.096 -0.233 0.278
O -0.049 0.050 0.004
O -0.104 -0.117 -0.054
O 0.167 0.065 0.148
N -0.043 0.361 -0.038
N -0.240 0.052 0.241
N -0.212 -0.138 0.083
N 0.161 0.062 0.014
C 0.103 -0.036 -0.151
C -0.012 -0.028 0.025
C -0.009 -0.024 0.071
C 0.058 0.038 0.052
C 0.000 -0.014 0.067
C -0.195 0.031 0.059
C 0.019 0.063 0.005
C 0.082 -0.058 -0.055
C -0.252 0.058 0.118
C -0.074 -0.024 -0.024
C 0.057 -0.099 -0.090
C 0.022 -0.072 -0.029
C 0.000 0.011 0.042
C 0.188 -0.229 -0.344
C -0.091 0.007 0.092
C -0.017 0.091 0.006
C 0.406 -0.060 -0.120
C -0.113 0.148 0.043
C -0.203 -0.305 -0.362
C 0.118 0.025 -0.052
C 0.015 0.219 0.093
C 0.018 0.052 0.048
C 0.068 0.015 -0.001
C -0.066 0.038 0.001
C -0.112 0.037 -0.028
C 0.212 -0.203 -0.037
C -0.104 0.184 0.247
C 0.064 -0.111 -0.019
H -0.001 -0.023 0.005
H -0.014 0.019 0.028
H -0.021 -0.011 -0.004
H 0.005 -0.005 0.010
H -0.021 0.016 0.013
H -0.005 -0.003 0.008
H 0.013 -0.093 -0.072
H -0.013 -0.020 0.030
H 0.066 0.075 0.026
H -0.061 0.059 -0.058
H 0.031 -0.007 0.010
H 0.013 0.013 -0.008
H -0.023 0.008 0.021
H 0.003 -0.018 -0.014
H 0.031 0.021 -0.021
H 0.014 0.032 0.021
H -0.004 0.006 -0.025
H -0.012 -0.020 -0.005
H -0.019 0.023 0.021
H 0.011 0.007 -0.006
H 0.016 0.036 0.000
H 0.055 0.034 -0.001
H 0.032 0.006 -0.015
H 0.026 0.002 0.007
H 0.005 -0.012 0.002
H -0.034 -0.023 -0.012
H 0.001 -0.001 -0.023
H 0.017 0.012 0.001
H 0.002 0.017 -0.004
H 0.046 -0.022 -0.034

Values from the calculation:
HOMO level (alpha / beta) (eV): -10.842 / -10.876
Total charge: +1
Total energy (eV): -105924.625
ΔE to the lowest compared entry with this formula, charge and spin (eV): 0.134
2S+1: 2
Orbital gap (alpha / beta) (eV): 7.7853 / 7.9911

natural (NBO) population analysis, charges in e, atoms 1 to 2: 1.192, -0.025

DFT (the ωB97M-V functional and the def2-TZVPD basis) results for C28H30F6N4O4PPd as an isolated structure.

Element x y z (Å)
Pd: 0.0851 -0.2561 0.9552
P: 5.0815 -0.1284 1.1344
F: 6.5961 -0.1512 0.5406
F: 3.5671 -0.1080 1.7187
F: 5.0324 1.4797 0.9253
F: 5.6705 0.0865 2.6289
F: 4.4953 -0.3393 -0.3658
F: 5.1429 -1.7338 1.3388
O: -3.8397 0.5907 -1.7285
O: -1.0168 -3.4543 3.4558
O: -2.3689 -1.0746 -1.5077
O: -0.6231 3.5064 2.7011
N: -0.2686 -2.2954 1.5867
N: -0.7789 -0.0064 2.8102
N: -0.2309 1.9191 1.0488
N: -0.3408 0.2057 -2.5061
C: 2.1339 1.9142 -0.4706
C: -0.7197 -2.4214 2.8373
C: 0.0666 4.6095 -2.1575
C: -1.0847 0.3153 5.4702
C: -1.0459 -0.9655 4.9301
C: -0.5297 2.3430 2.2903
C: -0.8652 -1.0925 3.5629
C: -1.2248 3.7057 -0.3145
C: -0.1430 2.8669 0.0245
C: 1.0221 2.8790 -0.7641
C: 1.0535 -3.8252 0.2637
C: -0.7620 1.2244 3.2956
C: -2.5344 3.6118 0.4139
C: -1.8732 1.3390 -3.9505
C: -1.2580 -5.1633 -0.5331
C: -2.7086 -3.6410 0.8493
C: -0.9302 1.4307 4.6557
C: -0.0247 -5.5717 -1.0163
C: 1.1122 3.7549 -1.8420
C: -1.3665 -4.0940 0.3510
C: -1.0932 4.5712 -1.3956
C: -1.5966 0.9713 -2.4887
C: 2.2889 -3.0853 0.6932
C: -0.1995 -3.4278 0.7578
C: 0.2934 0.3546 -3.8281
C: -0.4621 1.4939 -4.5144
C: -2.7236 0.1561 -1.8691
C: 1.1214 -4.8981 -0.6168
H: 2.4606 -3.1918 1.7655
H: 0.0421 -6.4042 -1.7079
H: -0.9201 2.4379 5.0473
H: -1.4188 -1.1297 -1.7737
H: 2.9591 2.0365 -1.1714
H: 2.0914 -5.2020 -0.9965
H: -1.1312 -1.8538 5.5402
H: 0.1492 5.2926 -2.9956
H: -2.4800 2.2392 -4.0231
H: -2.1610 -5.6742 -0.8521
H: -0.0474 2.4543 -4.1989
H: 1.3584 0.5584 -3.7176
H: 1.7884 0.8736 -0.5445
H: -3.5107 -4.1479 0.3092
H: 0.1907 -0.5739 -4.3978
H: 2.0201 3.7602 -2.4362
H: 3.1761 -3.4379 0.1684
H: -2.8228 -2.5649 0.7066
H: -1.9316 5.2095 -1.6560
H: 2.1942 -2.0126 0.5132
H: -1.2127 0.4438 6.5387
H: -3.3061 4.1735 -0.1159
H: -0.4233 1.4339 -5.6037
H: 2.5183 2.0099 0.5428
H: -2.8591 2.5699 0.4799
H: -2.4049 0.5280 -4.4574
H: -1.4966 1.8840 -1.8993
H: -2.8081 -3.8524 1.9157
H: -2.4392 3.9983 1.4290
H: 0.2752 0.5452 -1.7798

Force components x, y, z for each atom (eV/Å):
Pd -0.217 -0.003 -0.484
P -0.032 -0.027 0.042
F 0.000 0.002 -0.004
F 0.137 0.045 -0.036
F -0.015 0.017 -0.004
F 0.007 0.001 0.015
F -0.007 -0.001 -0.030
F 0.008 -0.033 -0.008
O -0.084 -0.022 -0.022
O 0.011 -0.012 0.032
O -0.133 0.106 -0.222
O -0.015 0.032 0.015
N 0.002 0.140 0.121
N 0.199 0.034 0.209
N -0.086 -0.035 0.395
N 0.037 0.046 -0.063
C -0.006 0.103 -0.045
C -0.009 -0.067 -0.150
C -0.036 0.046 0.018
C -0.001 -0.033 -0.050
C -0.033 0.005 0.115
C 0.034 -0.028 -0.198
C -0.049 0.044 0.040
C 0.025 -0.008 0.023
C 0.064 0.031 -0.041
C 0.016 -0.068 -0.107
C 0.033 0.073 0.039
C -0.087 -0.001 0.029
C 0.005 0.038 -0.036
C 0.025 0.006 -0.025
C -0.003 0.027 0.029
C 0.005 -0.041 -0.030
C -0.023 0.030 0.051
C 0.030 -0.002 -0.006
C -0.041 -0.053 0.065
C 0.004 -0.016 0.016
C 0.043 -0.001 -0.034
C -0.039 -0.065 0.024
C -0.061 -0.080 -0.035
C 0.006 -0.085 -0.025
C 0.004 0.017 -0.022
C -0.016 0.015 -0.002
C 0.020 0.016 0.065
C -0.008 -0.003 -0.033
H -0.008 0.040 0.004
H 0.007 0.002 0.001
H 0.005 0.015 -0.046
H 0.084 -0.135 0.162
H 0.040 -0.003 0.046
H 0.001 0.002 0.007
H 0.004 -0.025 -0.043
H -0.006 -0.005 -0.002
H -0.005 0.002 -0.005
H -0.009 0.007 0.007
H -0.014 -0.019 -0.006
H 0.013 -0.021 0.021
H 0.096 -0.037 0.057
H 0.010 0.005 -0.015
H -0.015 -0.012 0.009
H 0.004 -0.008 0.001
H -0.014 -0.014 -0.009
H -0.007 0.010 0.016
H -0.001 0.003 0.007
H 0.046 0.030 0.006
H 0.002 0.001 0.003
H 0.014 -0.013 -0.015
H 0.004 0.000 0.004
H 0.020 0.000 0.002
H 0.015 0.000 0.045
H 0.011 -0.013 0.017
H -0.022 -0.017 0.020
H 0.001 0.019 0.002
H -0.007 -0.026 0.013
H 0.017 0.018 0.062

Values from the calculation:
HOMO level (alpha / beta) (eV): -2.086 / -2.695
Total charge: -2
Total energy (eV): -72758.603
ΔE to the lowest compared entry with this formula, charge and spin (eV): 0.000
2S+1: 2
Orbital gap (alpha / beta) (eV): 6.5060 / 7.1102

Mulliken population analysis, charges in e, atoms 1 to 2: 0.279, 1.223